This record from OMol25 describes a molecular structure, C3H9N4. The level of theory is the ωB97M-V functional and the def2-TZVPD basis.

## Properties
Energy above the lowest of the compared OMol25 structures with the same formula, charge and spin in kJ/mol: 517.0
Frontier orbital gap (alpha / beta) in eV: 8.794 / 8.794
Net charge: +1
HOMO energy (alpha / beta) in hartree: -0.50943 / -0.50944
Largest force on an atom in eV Å⁻¹: 6.84

Element x y z (Å)
C: -0.34 -0.68 -0.60
N: 0.02 1.48 0.11
C: 0.64 0.50 -0.45
N: 2.44 0.67 0.24
H: -2.37 0.32 -1.12
H: -0.39 -1.18 1.43
H: 0.41 2.40 0.38
N: -0.11 -1.62 0.51
H: -0.18 -1.37 -1.47
H: -1.88 1.98 0.63
C: -1.72 0.05 -0.29
H: 2.76 -0.20 -0.13
H: 2.84 1.37 -0.27
H: -2.43 -0.66 0.33
H: 0.82 -2.13 0.54
N: -1.27 1.19 0.42